1.
ORCA calculation (wB97M-V/def2-TZVPD) on a cluster of 2 separate species, C36H55N4O9P in total in a non-equilibrium geometry.

```
! RIJCOSX wB97M-V def2-TZVPD def2/J DEFGRID3
* xyz 1 2
C 9.9767 -3.2314 0.6055
C 9.1850 -2.8263 1.8703
C 7.7727 -3.4119 1.9300
C 6.7753 -2.6857 1.0441
O 5.4595 -2.6911 1.6505
C 4.6470 -1.6406 1.5373
C 3.4203 -1.8897 0.9013
C 3.1791 -3.2638 0.3213
O 3.9985 -3.7442 -0.4123
O 2.0499 -3.8473 0.6990
C 1.3460 -4.6263 -0.2964
C -0.0757 -4.1328 -0.4945
C -0.8880 -3.9787 0.7979
C -2.0840 -3.0375 0.5732
C -3.3619 -3.4459 1.3077
C -4.2793 -2.2533 1.6321
C -5.2956 -1.9992 0.5223
C -6.0987 -0.7258 0.7126
O -6.8788 -0.7711 1.9209
C -6.5278 0.1399 2.8725
C -6.1712 -0.4318 4.2124
O -6.5463 1.3194 2.6588
C 2.4546 -0.8951 0.7949
N 1.2348 -1.1236 0.1922
C 2.7298 0.3677 1.3402
C 1.7352 1.4642 1.3183
C 1.1819 1.8746 2.5306
C 0.2383 2.8859 2.5685
C -0.1526 3.4972 1.3824
C 0.3963 3.0924 0.1745
C 1.3436 2.0822 0.1346
N 3.9263 0.5764 1.9146
N 4.1725 1.8665 2.4426
C 4.6012 2.6766 1.6076
O 4.9859 3.4246 0.8308
C 4.8994 -0.3647 2.0496
P 6.3936 0.2250 2.9925
O 7.4612 0.5158 1.7789
O 6.8376 -1.1821 3.6591
H 10.0773 -2.3940 -0.0835
H 9.4960 -4.0647 0.0983
H 10.9868 -3.5177 0.8869
H 9.7247 -3.2346 2.7254
H 9.1881 -1.7451 2.0041
H 7.8378 -4.4619 1.6453
H 7.4365 -3.4035 2.9632
H 6.6734 -3.2447 0.1132
H 7.0966 -1.6815 0.7767
H 1.3123 -5.6576 0.0507
H 1.8749 -4.6305 -1.2476
H -0.5492 -4.8882 -1.1258
H -0.0950 -3.2025 -1.0637
H -0.2256 -3.6044 1.5742
H -1.2799 -4.9604 1.0662
H -1.7853 -2.0264 0.8634
H -2.2921 -2.9903 -0.4988
H -3.8943 -4.1669 0.6839
H -3.1228 -3.9664 2.2367
H -3.6505 -1.3719 1.7731
H -4.8330 -2.4830 2.5395
H -4.7801 -1.9177 -0.4395
H -5.9745 -2.8497 0.4483
H -5.4479 0.1482 0.7208
H -6.8007 -0.6329 -0.1151
H -6.9912 -1.0248 4.6137
H -5.9880 0.3969 4.8888
H -5.2747 -1.0433 4.1550
H 0.6095 -0.3314 0.2308
H 1.2872 -1.5169 -0.7355
H 1.4772 1.4021 3.4589
H -0.1973 3.1994 3.5055
H -0.8832 4.2929 1.3969
H 0.0568 3.5740 -0.7302
H 1.7587 1.7647 -0.8144
H 7.0973 0.4061 0.8930
H 7.3491 -0.9722 4.4488
C -3.2941 1.8532 -4.8237
C -2.8993 2.2395 -3.3786
C -4.0723 2.0044 -2.4235
C -5.1948 3.0288 -2.5655
C -4.6477 4.4500 -2.4600
C -3.4971 4.7262 -3.4299
N -2.4435 3.6662 -3.3163
O -1.7249 3.8592 -2.2623
C -4.0391 4.8178 -4.8666
C -2.8840 6.0899 -3.1321
C -1.7459 1.3190 -2.9900
H -4.3688 1.8908 -4.9939
H -2.8089 2.4977 -5.5551
H -2.9784 0.8347 -5.0462
H -3.7046 2.0304 -1.3917
H -4.4616 0.9970 -2.5903
H -5.7239 2.8914 -3.5119
H -5.9354 2.8647 -1.7810
H -5.4432 5.1737 -2.6454
H -4.3031 4.6224 -1.4352
H -3.2225 4.9071 -5.5841
H -4.6636 5.7054 -4.9601
H -4.6572 3.9730 -5.1581
H -2.5556 6.1773 -2.0984
H -3.6297 6.8632 -3.3118
H -2.0291 6.2835 -3.7814
H -0.8810 1.4804 -3.6365
H -2.0699 0.2841 -3.1016
H -1.4378 1.4617 -1.9542
*
```

Summary:
HOMO energy (spin up / spin down) in eV: -10.38 / -11.36
F_max in eV Å⁻¹: 1.962
Gap between HOMO and LUMO (spin up / spin down) in eV: 6.3 / 7.3

Results of the Löwdin charge analysis, in e, for atoms 1 through 4:
1. C -0.090
2. C -0.249
3. C -0.185
4. C -0.134

2.
ORCA calculation (wB97M-V/def2-TZVPD) on a cluster of 10 separate species, C36H56BFO28 in total in a non-equilibrium geometry.

```
! RIJCOSX wB97M-V def2-TZVPD def2/J DEFGRID3
* xyz 0 1
C -0.6557 0.0188 -0.2444
C -1.6902 -0.8181 0.5318
C -2.5983 -1.6666 -0.3557
C -3.6584 -2.3847 0.5159
C -3.9754 -3.8137 0.0736
C -3.0017 -4.9241 0.5442
C -1.5922 -4.4882 0.9469
C -0.8889 -5.6550 1.7069
C -0.2260 -5.1485 3.0240
B 0.9253 -6.0865 3.5115
O 0.7244 -7.2761 4.1843
F 2.2046 -5.7229 3.2729
H 0.2023 0.2155 0.3993
H -1.1007 0.9708 -0.5333
H -0.3237 -0.5201 -1.1320
H -1.1905 -1.4330 1.2850
H -2.3243 -0.1296 1.1021
H -3.0774 -0.9916 -1.0672
H -1.9973 -2.4101 -0.8848
H -4.5732 -1.7907 0.4603
H -3.3333 -2.3428 1.5582
H -4.1283 -3.8433 -1.0071
H -4.9501 -4.0611 0.5045
H -2.8789 -5.6097 -0.3009
H -3.4617 -5.5194 1.3307
H -1.5882 -3.6370 1.6218
H -0.9837 -4.3056 0.0612
H -0.0883 -6.0643 1.0861
H -1.6089 -6.4338 1.9528
H -0.9977 -5.0919 3.7967
H 0.1726 -4.1466 2.8497
H 0.8194 -7.1670 5.1331
O 5.0011 -2.3257 -1.2925
C 4.8735 -3.1651 -0.4647
O 4.5413 -2.9219 0.8309
C 4.2639 -4.1797 1.4633
C 5.0367 -5.1512 0.5978
O 5.0415 -4.4918 -0.6725
H 4.5955 -4.1694 2.4986
H 3.1898 -4.3576 1.4372
H 6.0688 -5.2794 0.9297
H 4.5642 -6.1266 0.5228
O -6.4579 -7.8732 1.1222
C -5.6443 -8.2699 1.8863
O -4.6057 -7.5327 2.3606
C -3.9850 -8.2676 3.4194
C -4.3767 -9.6942 3.0962
O -5.6175 -9.5210 2.4092
H -2.9090 -8.1077 3.4154
H -4.3945 -7.9250 4.3714
H -3.6669 -10.1798 2.4241
H -4.5127 -10.3132 3.9791
O 7.6527 0.6178 5.2226
C 7.2685 0.0918 4.2316
O 5.9728 -0.2059 3.9659
C 5.8801 -0.6207 2.5978
C 7.2869 -1.0949 2.3087
O 8.0672 -0.3011 3.2065
H 5.1355 -1.3982 2.4830
H 5.5962 0.2381 1.9874
H 7.4315 -2.1496 2.5553
H 7.5941 -0.9252 1.2802
O -5.6226 0.9504 0.6260
C -4.8879 1.8832 0.7002
O -4.1768 2.3667 -0.3496
C -3.5886 3.6110 0.0467
C -3.5336 3.4840 1.5533
O -4.6412 2.5985 1.8171
H -2.6084 3.7316 -0.4068
H -4.2377 4.4262 -0.2798
H -2.6154 3.0112 1.8985
H -3.6648 4.4230 2.0635
O -1.8424 5.4097 2.7166
C -0.8777 5.7004 2.0727
O -0.4764 5.0103 0.9866
C 0.5638 5.7645 0.3347
C 1.0917 6.6092 1.4708
O -0.0619 6.7369 2.3236
H 1.3110 5.1007 -0.0911
H 0.1230 6.3590 -0.4621
H 1.8819 6.1094 2.0323
H 1.4463 7.5831 1.1475
O 1.4764 7.3022 -2.2440
C 1.0024 6.5428 -3.0338
O -0.2994 6.1740 -3.0314
C -0.5547 5.4303 -4.2350
C 0.8216 4.9171 -4.5885
O 1.6774 5.9320 -4.0211
H -1.2734 4.6386 -4.0530
H -0.9583 6.1087 -4.9882
H 1.0486 3.9647 -4.1198
H 0.9788 4.8334 -5.6564
O 3.1355 6.6709 4.5166
C 2.3310 5.9260 4.9716
O 2.0331 4.7063 4.4508
C 1.1900 4.0230 5.3851
C 0.5714 5.1666 6.1603
O 1.5811 6.1763 6.0676
H 0.4566 3.4152 4.8611
H 1.8105 3.3783 6.0100
H -0.3436 5.5390 5.6959
H 0.3719 4.9220 7.2002
O 1.4232 2.0552 -5.3838
C 2.3525 2.2570 -6.0943
O 2.6959 1.4896 -7.1531
C 3.7125 2.1741 -7.8904
C 4.3167 3.0825 -6.8392
O 3.2136 3.2940 -5.9539
H 4.4233 1.4654 -8.3068
H 3.2419 2.7300 -8.7031
H 5.1246 2.6022 -6.2850
H 4.6715 4.0288 -7.2386
O -0.8132 3.5637 -6.9551
C -1.9113 3.1405 -6.7923
O -2.4774 2.1645 -7.5339
C -3.6950 1.7643 -6.8959
C -4.0518 2.9926 -6.0850
O -2.7658 3.5692 -5.8308
H -4.4459 1.5051 -7.6373
H -3.4931 0.8937 -6.2703
H -4.6515 3.7079 -6.6501
H -4.5575 2.7611 -5.1515
*
```

Summary:
HOMO energy in eV: -10.36
F_max in eV Å⁻¹: 1.451
Gap between HOMO and LUMO in eV: 10.3

Results of the Löwdin charge analysis, in e, for atoms 1 through 4:
1. C -0.097
2. C -0.275
3. C -0.212
4. C -0.212

3.
ORCA calculation (wB97M-V/def2-TZVPD) on a cluster of 10 separate species, C36H56Br4O24 in total in a non-equilibrium geometry.

```
! RIJCOSX wB97M-V def2-TZVPD def2/J DEFGRID3
* xyz 0 1
C -5.1680 -13.7232 26.5364
C -6.0004 -12.4774 26.5665
C -5.4107 -11.2388 27.1969
O -5.7070 -10.2136 26.2679
C -6.3599 -10.7515 25.1976
O -6.9188 -10.1646 24.2759
O -6.3349 -12.1079 25.2862
H -4.2131 -13.6625 26.0142
H -5.7197 -14.5292 26.0527
H -5.0355 -14.1236 27.5415
H -6.8990 -12.6652 27.1541
H -4.3246 -11.3004 27.2655
H -5.8076 -11.1243 28.2056
C -0.7623 -23.8431 22.1083
C -0.9583 -22.5265 21.3768
C 0.3262 -21.7984 20.9099
O 0.2063 -21.7368 19.5385
C -0.7845 -22.4177 19.1322
O -1.0714 -22.5904 17.9477
O -1.5425 -22.8642 20.1502
H -1.6930 -24.3440 22.3746
H -0.3681 -23.7266 23.1179
H -0.2035 -24.5917 21.5466
H -1.4728 -21.7706 21.9701
H 1.2000 -22.3848 21.1939
H 0.3638 -20.7952 21.3345
C 6.6290 -13.9220 24.5227
C 6.8523 -12.3875 24.5583
C 8.2300 -11.9006 25.1406
O 8.8804 -11.1220 24.1406
C 8.0899 -11.0837 23.0600
O 8.4291 -10.5149 22.0234
O 7.0325 -11.8952 23.2192
H 5.6507 -14.1038 24.0777
H 6.5335 -14.3480 25.5214
H 7.3823 -14.4804 23.9671
H 6.0750 -11.8815 25.1310
H 8.7053 -12.8227 25.4753
H 7.9637 -11.2582 25.9800
C 1.8945 -17.8929 32.0556
C 0.4753 -18.2250 32.5170
C 0.2387 -19.6664 33.0383
O -0.1421 -19.4242 34.4332
C -0.5829 -18.1373 34.5290
O -1.1938 -17.6336 35.4387
O 0.0063 -17.4118 33.5523
H 2.1261 -18.5404 31.2099
H 2.6149 -18.0701 32.8542
H 1.9529 -16.8588 31.7159
H -0.2787 -18.1837 31.7309
H 1.1481 -20.2657 32.9950
H -0.5738 -20.1880 32.5324
C 3.3442 -15.7990 19.0641
C 3.4327 -14.2349 18.9368
C 4.5825 -13.7004 18.0468
O 3.9128 -12.7751 17.2420
C 2.5748 -12.7150 17.5133
O 1.7673 -11.9102 16.9919
O 2.2634 -13.7357 18.3307
H 4.0029 -16.2262 19.8203
H 3.4810 -16.2946 18.1030
H 2.3398 -16.1092 19.3521
H 3.4590 -13.7722 19.9234
H 5.1036 -14.4918 17.5080
H 5.3314 -13.2268 18.6817
C 8.4462 -20.5684 22.5604
C 7.8893 -21.3087 21.3830
C 6.7392 -20.5059 20.7614
O 7.0332 -20.5820 19.3431
C 8.3271 -20.9687 19.1067
O 8.8670 -21.0452 17.9914
O 8.8175 -21.3700 20.2886
H 8.8609 -19.6073 22.2561
H 9.3938 -21.0092 22.8699
H 7.7918 -20.6205 23.4305
H 7.5695 -22.3289 21.5952
H 6.7070 -19.4988 21.1773
H 5.8217 -20.9737 21.1183
C 9.5202 -10.2877 31.0261
C 9.0076 -11.6283 31.4707
C 8.1065 -11.6474 32.5775
O 7.0728 -12.5565 32.2300
C 7.0436 -12.7011 30.8923
O 6.2343 -13.2855 30.1882
O 8.1407 -12.1132 30.4108
H 10.4314 -10.4948 30.4649
H 9.7026 -9.5831 31.8375
H 8.8243 -9.7442 30.3872
H 9.7838 -12.3825 31.6000
H 7.7972 -10.6198 32.7685
H 8.6182 -11.9711 33.4839
C -0.5370 -6.5015 24.3975
C 0.2800 -7.4509 23.5529
C 1.8055 -7.2834 23.5683
O 2.2767 -8.6062 23.7928
C 1.3118 -9.3922 24.2379
O 1.4023 -10.5227 24.5975
O 0.1561 -8.7233 24.1849
H -0.3263 -6.4755 25.4666
H -1.5926 -6.7399 24.2672
H -0.3809 -5.4948 24.0100
H -0.0774 -7.6320 22.5392
H 2.0777 -6.7000 24.4478
H 2.1435 -6.9251 22.5959
Br 3.8646 -24.3539 25.3016
C 4.2055 -24.6189 27.2617
C 2.9183 -25.0295 27.9111
Br 1.6406 -23.5205 27.9639
H 4.4223 -23.6323 27.6714
H 5.0008 -25.3256 27.4986
H 3.0661 -25.3394 28.9456
H 2.4240 -25.7779 27.2917
Br 2.5311 -18.3356 24.7506
C 1.0054 -17.8192 26.0013
C 1.3368 -16.4233 26.5557
Br -0.0814 -15.9523 27.8110
H 0.9333 -18.5034 26.8468
H 0.0393 -17.9309 25.5091
H 1.4012 -15.7274 25.7192
H 2.3054 -16.2514 27.0252
*
```

Summary:
ΔE to the lowest compared entry with this formula, charge and spin in kcal per mole: 96.8
HOMO energy in eV: -10.71
F_max in eV Å⁻¹: 6.106
Gap between HOMO and LUMO in eV: 10.3

Results of the Löwdin charge analysis, in e, for atoms 1 through 4:
1. C -0.021
2. C -0.388
3. C -0.101
4. O 0.075

4.
ORCA calculation (wB97M-V/def2-TZVPD) on a cluster of 9 separate species, C36H56N3O27 in total in a non-equilibrium geometry.

```
! RIJCOSX wB97M-V def2-TZVPD def2/J DEFGRID3
* xyz 1 1
C 5.4160 1.5243 1.4001
C 5.7314 3.0596 1.0740
C 4.4225 3.9011 0.6707
O 4.4853 4.5558 -0.4012
O 3.2921 3.8982 1.5167
C 2.1327 4.4876 0.8770
C 0.7783 4.1512 1.6499
C 0.4460 2.5805 1.7718
C -1.1656 2.4640 1.6165
N -1.6676 1.0415 1.5653
C -0.5610 0.0523 1.7431
C 0.5532 0.3867 0.6132
N 1.4632 -0.7635 0.4707
C 2.3998 -0.6537 -0.6889
C 2.1093 -1.1897 1.7137
C 2.6642 -0.2671 2.8835
O 2.2906 -2.4329 1.8533
N 1.1890 1.7199 0.8071
H 5.3783 1.2916 2.5270
H 4.4481 1.1954 0.8937
H 6.2533 0.8572 0.9775
H 6.4448 3.0990 0.1907
H 6.2480 3.5869 1.9548
H 2.2700 5.6304 0.9505
H 2.0150 4.2388 -0.2253
H -0.0943 4.7046 1.1480
H 0.8838 4.5758 2.7078
H 0.6570 2.3019 2.8754
H -1.5839 3.1001 0.7733
H -1.5813 2.9147 2.5921
H -2.1870 0.9224 0.6697
H -2.3793 0.9232 2.3128
H -0.9832 -0.9772 1.4448
H -0.1215 0.0336 2.7939
H -0.0433 0.4557 -0.3761
H 2.3784 -1.6734 -1.2266
H 3.4919 -0.5408 -0.3352
H 2.1000 0.1409 -1.4498
H 3.7916 -0.1115 2.7735
H 2.5143 -0.8484 3.8586
H 2.1803 0.7565 2.9736
H 2.1909 1.6674 1.0224
C 5.8566 -2.1068 -4.1424
C 4.6598 -1.2062 -4.1833
O 4.5939 -0.7010 -2.8569
C 5.8445 -0.7937 -2.3303
O 6.1751 -0.3031 -1.2882
O 6.6690 -1.5123 -3.1373
H 6.3830 -2.1450 -5.0968
H 5.6043 -3.1260 -3.8351
H 4.7895 -0.3694 -4.8755
H 3.7452 -1.7391 -4.4403
C 1.4737 -6.1992 0.1970
C 2.0505 -5.9516 1.5581
O 2.8694 -7.0956 1.7697
C 3.1940 -7.5900 0.5456
O 4.0045 -8.4480 0.3559
O 2.4758 -6.9811 -0.4406
H 1.2937 -5.2747 -0.3532
H 0.5454 -6.7772 0.2344
H 2.6770 -5.0560 1.5909
H 1.2827 -5.8746 2.3289
C -2.7674 4.0569 -3.5724
C -1.6492 3.1038 -3.2762
O -2.0676 2.4929 -2.0596
C -3.4188 2.6070 -1.9979
O -4.1029 2.0497 -1.1826
O -3.8930 3.4249 -2.9699
H -2.9253 4.1955 -4.6424
H -2.6200 5.0347 -3.1057
H -1.5426 2.3303 -4.0417
H -0.6916 3.6100 -3.1493
C -5.1502 5.5566 3.6363
C -4.6269 4.2183 3.2141
O -3.4365 4.5506 2.5060
C -3.0262 5.7679 2.9617
O -1.9694 6.2635 2.6969
O -3.9687 6.3422 3.7529
H -5.6838 5.5134 4.5869
H -5.8014 6.0085 2.8829
H -4.3670 3.5826 4.0660
H -5.3254 3.6805 2.5714
C 1.5150 -9.1835 -2.5333
C 1.9481 -10.5664 -2.9161
O 0.9456 -11.3877 -2.3315
C -0.1674 -10.6190 -2.1809
O -1.2424 -11.0403 -1.8729
O 0.1025 -9.3065 -2.4274
H 1.7845 -8.4392 -3.2848
H 1.9154 -8.8728 -1.5670
H 1.9459 -10.7217 -3.9991
H 2.9345 -10.8178 -2.5245
C -4.1466 8.1239 7.2844
C -5.5284 8.7030 7.2498
O -6.3301 7.5928 6.8657
C -5.6518 6.4671 7.2156
O -6.1143 5.3623 7.1848
O -4.3811 6.7576 7.6033
H -3.5148 8.5959 8.0378
H -3.6444 8.1792 6.3142
H -5.8597 9.0561 8.2304
H -5.6214 9.5175 6.5303
C -6.3511 0.0419 -2.7597
C -5.7396 -0.0748 -4.1230
O -5.0751 -1.3299 -4.0681
C -5.6918 -2.0693 -3.1042
O -5.4897 -3.2321 -2.9139
O -6.5664 -1.3130 -2.3863
H -7.2910 0.5955 -2.7706
H -5.6747 0.5041 -2.0357
H -6.4903 -0.1058 -4.9179
H -5.0338 0.7302 -4.3341
C 0.9691 -5.0997 -4.6415
C 1.0833 -4.7036 -3.2003
O 1.6280 -3.3935 -3.2705
C 1.3109 -2.8921 -4.4950
O 1.4752 -1.7493 -4.8148
O 0.7857 -3.8515 -5.3012
H 0.1252 -5.7654 -4.8261
H 1.8813 -5.5693 -5.0207
H 0.1110 -4.6561 -2.7011
H 1.7398 -5.3672 -2.6353
*
```

Summary:
HOMO energy in eV: -12.08
F_max in eV Å⁻¹: 4.473
Gap between HOMO and LUMO in eV: 9.1

Results of the Löwdin charge analysis, in e, for atoms 1 through 4:
1. C -0.109
2. C -0.110
3. C -0.370
4. O 0.051